(1)
This record from the Open Molecules 2025 dataset describes a molecular structure, C14H33Cl2N4OP2Tc at a distorted geometry. The level of theory is the ωB97M-V functional and the def2-TZVPD basis.

The total charge is +3. The largest force on an atom is 6.26 eV/A. The multiplicity is 4. The HOMO-LUMO gap (spin up / spin down) comes out at 4.736 / 4.789 eV.

Each line ends with the Löwdin charge.
CARTESIAN COORDINATES (ANGSTROEM)
1 Tc -0.5559 -0.0213 -0.4235  0.914
2 Cl -1.0091 -0.0473 -3.9299  0.649
3 Cl -2.8663 0.1260 -0.0015  0.206
4 P -0.0463 -2.1317 -1.1019  0.709
5 P -0.1645 2.0952 -1.1321  0.728
6 O 1.6292 0.3263 -4.0005  0.022
7 N -0.2152 0.0053 1.7339  -0.207
8 N 1.4473 -0.1565 3.5955  -0.049
9 N -0.4934 1.3176 3.8353  -0.038
10 N -0.7769 -1.1074 3.8911  -0.048
11 C 0.5274 -2.7573 -2.7447  -0.228
12 C 0.0198 2.7724 -2.8278  -0.239
13 C -1.5434 -3.1942 -0.8930  -0.211
14 C 0.9391 1.1125 4.1524  -0.119
15 C -1.2268 0.1819 4.4321  -0.121
16 C -0.9930 -1.0988 2.4341  -0.176
17 C 0.6635 -1.2775 4.1640  -0.115
18 C 1.1619 -3.0766 -0.0679  -0.223
19 C -0.6890 1.3051 2.3705  -0.170
20 C 0.6530 0.1090 -4.7027  -0.715
21 C 1.2337 -0.1334 2.1315  -0.148
22 C 1.3070 2.9492 -0.4239  -0.194
23 C 0.6219 -0.0482 -6.1841  -0.024
24 C -1.5749 3.1868 -0.6481  -0.226
25 H -1.9387 -3.1194 0.1280  0.049
26 H 2.2036 2.4175 -0.7780  0.076
27 H -0.1245 2.1388 1.9202  0.105
28 H 1.7953 0.7227 1.7272  0.130
29 H 0.2477 3.8536 -2.7883  0.097
30 H -0.6960 -2.0830 2.0359  0.112
31 H -1.3019 -4.2407 -1.1084  0.093
32 H 0.8593 2.2467 -3.2970  0.030
33 H 1.3074 2.9478 0.6730  0.039
34 H -1.0650 0.1881 5.5146  0.154
35 H -1.7953 3.1294 0.4252  0.043
36 H -2.4640 2.8644 -1.1984  0.054
37 H -1.3519 4.2275 -0.9198  0.091
38 H 1.3671 3.9854 -0.7796  0.091
39 H 1.6316 -1.0615 1.7211  0.106
40 H 0.8367 -1.3322 5.2497  0.157
41 H 1.6559 -0.0223 -6.5403  0.115
42 H -2.2998 0.3083 4.2181  0.150
43 H -0.3085 -2.8040 -3.4659  0.057
44 H 0.0699 0.7734 -6.6622  0.119
45 H 0.1896 -1.0194 -6.4512  0.109
46 H 1.2958 -2.0449 -3.0765  0.037
47 H 1.3076 -4.0900 -0.4658  0.084
48 H 0.8463 -3.1539 0.9828  0.041
49 H -1.7492 1.4083 2.1228  0.093
50 H 1.5080 1.9486 3.7359  0.141
51 H 0.9850 -3.7643 -2.6376  0.091
52 H 1.0025 -2.2160 3.6962  0.141
53 H -2.0580 -0.9191 2.2261  0.084
54 H 1.0721 1.0835 5.2389  0.153
55 H -2.3114 -2.8573 -1.5954  0.062
56 H 2.1371 -2.5714 -0.1049  0.068
57 H -0.9031 2.6181 -3.4050  0.049

Atomic forces in eV per Å
Tc -3.79 0.42 3.01
Cl 0.01 -0.13 0.54
Cl 1.58 0.17 -0.69
P 1.87 -5.80 -1.42
P 0.63 5.68 -1.40
O -3.17 -0.77 -1.46
N 0.38 -0.04 -0.59
N -1.19 0.10 -1.07
N 0.37 -1.05 -1.15
N 0.48 0.61 -1.39
C 0.21 0.80 -0.52
C 0.06 -0.96 -0.90
C -0.87 1.02 0.46
C 0.13 0.22 -0.15
C -0.70 0.23 0.00
C -0.82 -1.05 1.08
C 0.21 -0.19 -0.07
C 0.50 0.75 0.73
C -0.29 1.07 0.92
C 3.20 0.61 1.03
C 1.50 -0.05 0.90
C 0.63 -1.18 0.74
C 0.25 -0.10 -0.09
C -0.59 -0.70 0.74
H -0.01 -0.08 -0.25
H -0.13 0.21 0.14
H -0.14 -0.38 0.26
H -0.24 -0.24 0.00
H -0.16 -0.54 0.47
H 0.01 0.45 0.03
H 0.42 0.25 -0.02
H -0.24 0.34 -0.05
H 0.08 0.06 -0.28
H -0.11 0.04 -0.21
H 0.01 0.09 -0.28
H 0.10 0.04 0.07
H 0.32 -0.34 0.00
H -0.42 -0.28 -0.06
H -0.10 0.02 -0.07
H -0.10 0.03 -0.42
H -0.14 0.04 0.14
H 0.31 -0.10 0.20
H 0.42 0.15 0.40
H -0.10 -0.31 0.20
H -0.18 0.29 0.00
H -0.13 -0.40 -0.25
H -0.37 0.31 -0.06
H 0.09 0.01 -0.35
H 0.12 0.00 0.23
H 0.06 -0.10 0.13
H -0.40 0.68 0.24
H -0.06 0.25 0.28
H 0.39 -0.12 0.13
H -0.08 0.15 -0.23
H -0.01 -0.08 0.12
H -0.15 -0.15 0.04
H 0.37 0.06 0.20


(2)
This record from the Open Molecules 2025 dataset describes a molecular structure, C14H33ClN4O6PSZn at a distorted geometry. The level of theory is the ωB97M-V functional and the def2-TZVPD basis.

The total charge is +1. The largest force on an atom is 2.67 eV/A. The multiplicity is 1. The HOMO-LUMO gap comes out at 10.921 eV.

Each line ends with the Löwdin charge.
CARTESIAN COORDINATES (ANGSTROEM)
1 Zn 0.5601 0.0693 0.2532  0.643
2 Cl -0.9825 -2.3436 0.1018  0.708
3 S -0.3461 0.0877 -2.7112  1.030
4 P 3.8504 0.6274 0.0793  0.534
5 O 0.5048 -1.9888 -0.0128  -0.388
6 O -1.2105 -3.4339 -0.7544  -0.265
7 O -1.3140 -2.7844 1.4175  -0.310
8 O 0.3055 0.8204 -1.5005  -0.579
9 O -1.7558 -1.1286 -0.2385  -0.383
10 O 2.4001 0.5012 0.4021  -0.371
11 N -0.1393 0.6155 2.0300  -0.023
12 N -0.5872 1.9181 3.7305  0.074
13 N 0.2089 1.7588 2.7548  0.023
14 N -1.4532 0.8811 3.7334  -0.054
15 C 1.0226 -0.0144 -3.8589  -0.358
16 C -3.7092 0.6789 -3.5300  -0.091
17 C 0.2369 -1.9226 -5.2905  -0.090
18 C -2.4930 1.4164 -4.1581  -0.264
19 C -1.2311 1.5630 -3.2770  -0.311
20 C -2.6947 0.8332 4.6087  -0.048
21 C -1.2205 0.1286 2.6229  -0.073
22 C 0.5383 -0.4465 -5.1907  -0.311
23 C 4.8496 -0.4869 1.0137  -0.163
24 C 4.0752 0.3217 -1.6713  -0.137
25 C -3.0221 -1.6738 5.0058  -0.077
26 C 4.4715 2.1722 0.5439  -0.166
27 C -2.6768 -0.3592 5.6260  -0.398
28 C -1.3319 -0.4041 6.4200  -0.077
29 H 5.0831 -0.0115 -1.9392  0.073
30 H -0.1183 -2.2575 -6.2439  0.072
31 H -1.3741 -0.9505 7.3586  0.075
32 H -0.4432 -0.8817 5.9510  0.083
33 H -2.7977 2.4178 -4.4655  0.107
34 H 5.5411 2.3665 0.4342  0.082
35 H -2.1558 0.9247 -5.1617  0.121
36 H -2.7859 1.7923 5.0880  0.124
37 H -0.3189 0.1720 -5.5114  0.093
38 H -3.4289 -0.0974 6.3791  0.137
39 H 3.8315 2.9100 0.0416  0.073
40 H -3.5104 0.6875 3.9756  0.100
41 H 4.5148 -1.5397 0.8612  0.083
42 H -1.3388 2.1028 -2.2916  0.118
43 H -0.4253 2.0407 -3.8921  0.103
44 H -3.5038 -0.2957 -3.0795  0.067
45 H -4.4605 0.6356 -4.2691  0.056
46 H 1.6988 -0.7091 -3.3918  0.083
47 H 1.3182 -0.1356 -5.9299  0.135
48 H -4.0474 1.2078 -2.5955  0.094
49 H 4.0359 2.2878 1.5583  0.085
50 H -3.9652 -1.5866 4.5013  0.077
51 H 5.9302 -0.3205 0.8173  0.085
52 H 3.6898 1.1428 -2.2381  0.048
53 H -1.6721 -0.8411 2.3367  0.117
54 H -0.8965 0.5663 6.6642  0.071
55 H 1.4516 0.9663 -3.8149  0.091
56 H -0.5071 -2.1125 -4.5324  0.058
57 H 1.1287 -2.6045 -4.9757  0.123
58 H -3.1036 -2.4170 5.8310  0.104
59 H -2.1896 -2.0077 4.3401  0.086
60 H 3.3815 -0.4625 -1.9993  0.048
61 H 4.5818 -0.3964 2.0439  0.054

Atomic forces in eV per Å
Zn -0.04 -0.46 -0.04
Cl -0.11 -0.61 -0.26
S -0.51 0.41 1.13
P 0.45 -1.25 -0.76
O -1.48 0.61 0.49
O -0.10 0.12 -1.34
O 0.45 1.00 0.84
O 0.16 -0.55 -0.26
O 1.16 -0.87 0.36
O -0.06 0.23 0.58
N -1.23 1.02 1.31
N 0.08 -0.79 -0.17
N -0.03 -0.57 -0.62
N -1.37 -0.46 -1.10
C -0.65 0.23 0.92
C 1.47 0.92 1.92
C 1.48 -1.11 1.52
C 0.65 -1.32 -0.84
C 0.31 0.64 -0.84
C 2.08 -1.10 0.94
C 0.86 -0.26 0.96
C 0.87 0.65 -2.43
C 0.09 -1.71 -0.50
C -0.16 -1.03 -0.12
C 1.06 -0.87 0.53
C -1.27 1.81 0.53
C 1.57 1.55 0.82
C 1.05 -0.13 -0.23
H -0.13 0.47 -0.06
H -0.18 0.01 -0.50
H -0.59 -0.02 0.13
H -0.88 -0.05 -0.57
H 0.02 0.06 0.17
H -0.33 -0.06 0.18
H -0.78 0.62 1.76
H 0.26 0.31 0.18
H 0.15 -0.38 0.23
H -0.11 0.03 -0.24
H 0.57 0.14 -0.42
H -1.29 -0.03 -1.26
H 0.61 0.56 -0.53
H -0.18 -0.48 -1.22
H -0.77 0.20 0.65
H 0.31 -0.26 -0.74
H -1.11 -0.22 -0.49
H 0.32 -0.45 0.07
H -0.40 -0.39 0.45
H 0.00 0.08 -1.16
H 0.97 -0.11 -0.03
H -0.43 -0.33 -0.49
H -0.71 -0.33 0.27
H 0.37 0.96 -0.34
H -0.02 0.94 0.34
H -0.57 0.35 0.07
H 0.39 0.64 -0.20
H -0.55 -0.52 0.09
H -1.30 1.36 -0.69
H -0.04 0.30 -0.74
H -0.82 0.06 0.26
H 0.25 -0.28 0.56
H 0.19 0.71 0.90


(3)
This record from the Open Molecules 2025 dataset describes a molecular structure, C14H33CuN2O6S at a distorted geometry. The level of theory is the ωB97M-V functional and the def2-TZVPD basis.

The calculation puts the energy relative to the best compared isomer or geometry (same formula, charge and spin) at 0.0 kcal per mole. The total charge is +1. The largest force on an atom is 1.09 eV/A. The multiplicity is 2. The HOMO-LUMO gap (spin up / spin down) comes out at 9.991 / 8.230 eV.

Each line ends with the Löwdin charge.
CARTESIAN COORDINATES (ANGSTROEM)
1 Cu 0.1286 -0.4842 0.0170  0.673
2 S -1.4843 1.9829 -1.8224  0.710
3 O -1.8512 -0.3654 1.1123  -0.060
4 O -0.6340 2.8472 -2.5890  -0.290
5 O -0.9601 0.6852 -1.4508  -0.350
6 O 1.8707 -1.4017 1.1865  -0.270
7 O 1.4726 1.2149 -0.2773  -0.268
8 O -0.0669 0.5346 1.9984  -0.040
9 N -0.4410 -2.5875 0.1997  0.056
10 N 1.2527 -1.0643 -1.7040  0.067
11 C 1.4878 2.5186 0.2779  -0.061
12 C 3.3616 -0.5741 -2.9374  -0.037
13 C 2.5627 -0.3568 -1.6747  -0.382
14 C -3.0649 1.7557 -2.6186  -0.206
15 C -1.2811 0.1972 2.0860  -0.710
16 C -3.5720 2.4990 -0.3175  -0.202
17 C 1.6080 -2.7530 1.5838  -0.163
18 C -2.0712 0.4837 3.3204  0.013
19 C -4.0555 2.5538 -1.7753  -0.192
20 C -2.0876 2.8007 -0.3562  -0.212
21 C 0.1336 -3.0200 1.5147  -0.381
22 C 2.8546 -0.7341 1.9653  -0.057
23 C 2.3059 1.1059 -1.4182  -0.171
24 C -0.1509 -4.4948 1.8191  -0.039
25 H 2.7605 -0.4573 -3.8397  0.091
26 H 2.4076 -0.3790 2.8950  0.103
27 H -1.4504 0.7799 4.1603  0.084
28 H 3.2005 0.1190 1.3862  0.086
29 H -4.0076 3.5946 -2.1014  0.124
30 H 0.8372 2.5282 1.1484  0.084
31 H -1.5254 2.4622 0.5152  0.093
32 H 4.2074 0.1113 -3.0232  0.093
33 H 3.2580 1.6139 -1.2444  0.145
34 H -1.1937 -4.6424 2.1133  0.088
35 H -3.2758 0.6913 -2.6981  0.113
36 H 1.8245 1.5593 -2.2963  0.141
37 H 0.7096 -0.7579 -2.5069  0.109
38 H -5.0792 2.2077 -1.8841  0.123
39 H 2.4911 2.7753 0.6367  0.106
40 H 1.4075 -2.0621 -1.7833  0.109
41 H -1.4461 -2.5785 0.3742  0.103
42 H -2.9754 2.1556 -3.6283  0.111
43 H -4.0729 3.2809 0.2589  0.124
44 H 0.4474 -4.8362 2.6647  0.089
45 H 3.6993 -1.3971 2.1606  0.101
46 H -0.3282 -3.3705 -0.4433  0.107
47 H -2.6241 -0.4149 3.6008  0.089
48 H 1.1604 3.2652 -0.4511  0.099
49 H 1.9755 -2.9309 2.5953  0.138
50 H -1.8454 3.8594 -0.4639  0.121
51 H 0.0092 -5.1603 0.9681  0.085
52 H 3.1072 -0.7583 -0.8217  0.133
53 H -2.8135 1.2550 3.1153  0.086
54 H 2.1768 -3.4152 0.9161  0.144
55 H 3.7964 -1.5762 -2.9278  0.088
56 H -3.7758 1.5592 0.1942  0.116
57 H -0.3810 -2.4249 2.2703  0.143

Atomic forces in eV per Å
Cu 0.20 -0.39 -0.27
S -0.27 0.32 0.24
O 0.04 -0.18 -0.04
O 0.24 0.13 -0.14
O -0.07 -0.59 -0.37
O 0.03 -0.60 0.00
O 0.38 0.05 0.05
O -0.12 -0.24 -0.11
N -0.26 -0.37 0.99
N 0.06 0.53 0.61
C -0.02 0.44 0.46
C 0.47 -0.26 -0.26
C -0.17 -0.09 0.02
C -0.24 0.07 -0.57
C 0.17 0.22 -0.35
C -0.42 0.60 0.27
C 0.62 0.54 -0.34
C -0.24 -0.24 0.46
C 0.19 0.01 0.28
C 0.49 0.16 0.40
C -0.52 -0.63 -0.01
C -0.10 0.06 0.05
C -0.13 -0.02 -0.33
C -0.44 0.02 0.18
H -0.08 0.02 0.03
H 0.10 -0.01 0.05
H 0.09 0.14 -0.09
H -0.03 0.04 0.04
H -0.15 0.00 -0.01
H -0.10 -0.16 -0.10
H -0.02 -0.31 -0.14
H -0.08 0.08 0.14
H -0.01 0.04 0.03
H 0.03 0.14 -0.05
H 0.03 -0.04 0.29
H -0.04 0.13 0.13
H -0.02 -0.03 -0.04
H 0.00 -0.08 -0.08
H 0.02 -0.06 -0.20
H -0.06 -0.03 0.00
H 0.00 0.44 -0.22
H 0.10 -0.02 0.02
H -0.02 -0.11 0.00
H 0.09 -0.05 -0.09
H 0.01 0.02 0.05
H 0.32 0.29 -0.25
H -0.04 0.06 -0.05
H 0.03 -0.08 -0.06
H -0.10 0.04 0.07
H -0.26 0.03 -0.25
H 0.31 0.12 -0.03
H -0.04 -0.06 0.04
H 0.02 0.05 -0.02
H -0.13 -0.09 0.01
H -0.13 -0.01 -0.16
H 0.10 -0.20 -0.26
H 0.16 0.19 -0.01


(4)
This record from the Open Molecules 2025 dataset describes 5 unconnected molecules or ions with the total composition C14H33N4O5 at a distorted geometry. The level of theory is the ωB97M-V functional and the def2-TZVPD basis.

The largest force on an atom is 7.80 eV/A. The multiplicity is 2. The HOMO-LUMO gap (spin up / spin down) comes out at 9.297 / 8.001 eV.

Each line ends with the Löwdin charge.
CARTESIAN COORDINATES (ANGSTROEM)
1 O -2.2365 -0.0139 -0.7428  0.009
2 O 0.4370 2.4844 -1.9067  -0.007
3 O -2.9409 -2.3452 -4.4555  0.028
4 O 5.9352 -0.4835 1.4447  0.043
5 O -4.1471 2.6180 0.3592  0.003
6 N -0.8410 -2.4950 -3.9591  -0.175
7 N 4.0838 -1.1545 2.6640  -0.215
8 N 2.5239 1.9385 -1.2065  -0.161
9 N -5.1824 1.6006 2.1111  -0.214
10 C -5.6875 1.9525 3.4552  -0.052
11 C 2.7402 0.7241 -2.0388  -0.041
12 C 2.8858 -0.7337 3.3784  -0.075
13 C 3.7897 2.4116 -0.5609  -0.026
14 C 5.0934 -0.3122 2.2693  -0.373
15 C -0.7477 0.9058 1.0932  -0.065
16 C 1.4268 2.6918 -1.1916  -0.367
17 C -2.0594 -2.5037 -3.6412  -0.419
18 C -5.5068 0.3630 1.5704  -0.074
19 C 3.9728 -2.5350 2.2524  -0.043
20 C -0.3133 -2.7231 -5.2993  -0.039
21 C -4.5218 2.6456 1.5294  -0.322
22 C -1.3087 -0.2912 0.3014  -0.321
23 C 0.2487 -2.1735 -3.0400  -0.039
24 H 0.2305 -1.1738 -2.6059  0.071
25 H 2.5472 0.2117 2.9544  0.077
26 H -1.6892 1.3794 1.3712  0.056
27 H 3.8946 2.0970 0.4775  0.070
28 H 2.0662 -1.4485 3.3055  0.084
29 H -0.4903 -0.8680 -0.1294  0.096
30 H -5.2862 2.8948 3.8282  0.075
31 H 0.7611 -2.6490 -5.4675  0.079
32 H -0.2219 1.6382 0.4806  0.046
33 H -4.3262 3.5220 2.1666  0.130
34 H 4.9223 -2.8305 1.8060  0.092
35 H -2.1892 -2.3694 -2.5561  0.137
36 H 3.0067 -0.1840 -1.4979  0.084
37 H 3.1302 -2.3134 1.5975  0.095
38 H -4.8761 -0.4255 1.9811  0.094
39 H -1.7892 -0.9969 0.9790  0.112
40 H -5.5424 1.1332 4.1593  0.086
41 H 1.8697 0.5267 -2.6642  0.066
42 H -0.7404 -2.1325 -6.1098  0.090
43 H 4.6200 1.9777 -1.1180  0.086
44 H -6.7434 2.1752 3.3014  0.086
45 H 1.4877 3.5714 -0.5322  0.139
46 H -6.5824 0.1938 1.6209  0.097
47 H -0.5620 -3.7617 -5.5173  0.095
48 H 0.2484 -2.9550 -2.2801  0.093
49 H -0.2097 0.7863 2.0337  0.063
50 H 3.6907 3.4969 -0.5765  0.081
51 H 4.9931 0.5841 2.9008  0.132
52 H 1.1701 -2.1961 -3.6219  0.074
53 H -5.2476 0.3984 0.5123  0.094
54 H 3.7691 -3.1375 3.1376  0.093
55 H 3.5430 0.8086 -2.7713  0.084
56 H 2.9012 -0.5253 4.4482  0.084

Atomic forces in eV per Å
O 1.37 -0.15 1.53
O 1.09 0.22 1.24
O -1.55 -1.03 -0.47
O 1.03 -0.66 -0.93
O -0.20 0.30 1.17
N 7.62 0.52 -1.58
N 0.84 0.01 1.38
N 2.91 -1.77 0.21
N 0.96 3.69 3.10
C -0.74 -0.39 -0.91
C -0.91 0.38 -0.54
C -0.29 1.52 0.06
C -1.57 -0.05 -0.12
C -2.30 0.29 1.99
C -1.68 0.84 -0.45
C -1.91 -0.16 -2.05
C -3.68 2.20 1.08
C 0.16 -0.78 -1.81
C 0.29 1.23 -0.35
C -1.22 -1.03 -1.40
C 0.42 -1.31 -2.71
C 0.31 0.23 -0.62
C -0.08 -0.53 0.40
H -0.57 0.00 0.12
H -0.28 0.01 -0.16
H 0.07 0.63 0.25
H -0.15 -0.19 0.04
H 0.27 -0.15 -0.57
H 0.10 -0.30 -0.44
H 0.45 -0.32 -0.06
H -0.07 0.22 0.92
H -0.03 -0.31 -0.17
H -0.21 -0.23 0.14
H -0.41 -0.17 -0.41
H -0.43 -0.43 0.25
H -0.29 0.21 0.63
H -0.13 -2.21 -0.71
H -0.42 -0.32 0.35
H -0.31 -0.18 0.12
H -0.04 0.13 0.06
H -0.24 0.10 0.40
H -0.48 0.24 0.37
H 0.03 0.58 -0.03
H -0.37 -0.34 0.55
H 0.09 -0.08 0.09
H 0.03 -0.41 0.29
H -0.02 -0.10 -0.45
H 0.46 0.27 0.38
H 0.12 -0.85 -0.20
H 0.83 0.01 -0.05
H 0.26 0.60 -0.30
H -0.05 -0.29 0.41
H -0.03 0.01 -0.14
H -0.28 -0.19 -0.31
H 0.27 0.74 0.15
H 0.97 -0.26 0.26


- What is the largest force on an atom in the second record?
  2.67 eV/A


- Which of these has the highest largest force on an atom?
  C14H33N4O5


- What is the multiplicity in the fourth record?
  2